[1]
Computed, not measured: C20H39Cl3N3NdO3Si as an isolated structure in a non-equilibrium geometry, with ωB97M-V/def2-TZVPD.

frontier orbital gap (alpha / beta) = 6.320 / 6.336 eV
energy relative to the best compared isomer or geometry (same formula, charge and spin) = 86.04 kcal per mole
multiplicity = 4
net charge = 0

XYZ file:
```
70
Properties=species:S:1:pos:R:3:forces:R:3
H -3.892891 1.314311 -1.919463 -0.1458 -0.0300 0.1497
H 3.942039 -0.048348 2.956449 -0.3448 -0.0226 -0.2660
H 3.734382 1.699867 -0.933256 -0.0348 0.0941 0.5070
H -1.751107 2.939219 2.277469 -0.2587 -0.3697 -0.4381
C 1.359265 -5.506738 4.597046 -0.3868 0.1885 0.1944
H 5.243596 -1.613427 0.651396 -0.1939 0.1090 -0.1162
H 2.151602 -0.351729 2.866571 0.5637 0.0511 -0.0304
Cl -0.127611 -1.360823 2.635189 0.0211 -0.2319 -0.1116
O -0.963315 -4.481044 2.025901 0.6490 0.0300 1.2774
Cl 0.597933 -4.932640 -0.559072 0.2503 -0.1088 -0.2704
H -2.902920 -0.847058 -2.519102 0.3589 -0.2538 -0.0836
H 0.005382 3.658185 1.079387 -0.2506 0.1273 -0.1349
C 0.315939 -6.927188 2.863323 0.1769 0.2540 -0.0741
C 4.419596 -1.465172 -0.061918 -0.1208 0.3356 -0.2619
N -2.626768 -1.572387 0.868460 -0.4729 -0.3395 -0.6475
C 0.257370 0.106319 -3.395311 0.0615 0.0728 0.0739
H 0.750985 -0.864879 -3.284329 -0.1286 0.2496 -0.0545
H 2.352246 -5.830799 4.268848 -0.1760 0.0259 0.0465
H -0.578715 6.450763 -2.576338 -0.0322 -0.0540 -0.4021
H 1.625082 5.034020 0.114669 0.0869 0.0669 -0.0488
C -0.953424 4.493731 -1.846480 -0.0333 0.0328 0.6135
H 0.605654 0.787756 -2.604663 -0.1712 -0.1645 -0.0986
H 4.763586 1.733640 0.542722 -0.2854 -0.2643 -0.1483
H 2.097528 4.467504 -1.485492 -0.0512 0.0618 0.1368
H -2.528014 -0.574981 1.063402 0.0379 -0.1024 0.0176
Cl 1.375613 -1.030484 -0.609238 2.2272 1.6429 0.4421
H -2.954950 -2.027199 1.717083 -0.0419 0.1932 -0.0327
H -1.979369 4.153916 -1.702501 0.4733 -0.2284 -0.0729
H 4.853174 -1.130662 -1.010156 -0.0061 -0.2111 0.0141
H -1.583657 2.156172 -1.931390 -0.0305 -0.4300 0.5536
C -2.216575 2.496368 1.383388 -0.3165 -0.2926 -0.1550
H -0.283148 -3.669988 3.781292 0.3281 -0.3566 -0.3873
C 3.133333 -0.581784 2.423525 -0.5507 0.0804 0.0852
H 0.023861 5.157783 -3.653652 -0.2083 0.1867 0.2128
H -0.034383 -7.647959 3.620555 0.1565 0.1760 -0.3167
C -3.530211 2.009697 1.400305 0.1684 0.0484 -0.0352
H -2.135420 1.721417 -4.030548 0.1195 -0.2981 -0.1054
C -4.137159 1.554113 0.221912 -0.1487 0.1804 0.2306
Si 3.233063 -0.138739 0.603535 0.3198 -1.2870 0.1169
H -2.948738 0.186988 -4.463025 0.2263 0.1962 -0.0932
H 1.310680 -7.223245 2.489434 -0.4302 0.0280 0.1222
N -1.198859 -0.059976 -3.339184 -0.3251 -0.8135 0.1839
C -1.503444 2.470667 0.189459 1.2459 0.6927 -0.3377
H -1.418951 0.666468 -5.283930 -0.3118 -0.0739 0.2299
C 0.016630 4.196535 -0.968164 -0.5452 -0.5576 0.0568
H -4.077993 2.028884 2.338369 -0.0942 -0.0409 -0.1632
H 3.919880 -2.433888 -0.219386 0.1508 0.3605 0.0795
C -0.795627 5.447294 -2.975029 0.1175 0.6129 -0.3295
H 3.051925 2.322921 0.614729 0.0574 -0.3806 -0.3907
H 0.488187 0.547366 -4.370430 0.0806 -0.1958 0.2268
C -2.104636 2.018489 -0.978985 -0.3835 -0.3139 -0.1555
H 1.018841 -6.125290 5.433324 0.1964 -0.0145 -0.0509
C -3.425279 1.579992 -0.973527 0.3345 -0.0004 0.0400
H -3.344999 -1.674117 0.137441 0.2999 0.1503 0.5808
H -5.187309 1.263331 0.209272 0.2239 -0.0329 0.1535
H 1.417710 -4.468482 4.934609 0.0153 -0.1563 -0.0704
C 3.734211 1.580181 0.165289 -0.1129 0.2498 -0.1967
H 3.323027 -1.661294 2.557009 -0.1569 0.3752 -0.1716
O 0.959939 2.186398 0.095822 -0.5101 -0.0024 -0.8522
C 1.300952 4.974839 -0.925924 0.2258 -0.2665 -0.4266
C -1.975212 0.675046 -4.337829 -0.2482 0.2056 0.3346
H -0.383809 -6.874593 2.028689 0.1211 0.0053 0.1136
Nd -0.358349 -2.685056 0.301897 -1.3470 -0.3736 0.9001
C -0.069705 3.081294 0.115713 -0.0527 0.3722 1.1475
C -0.291672 -4.538602 3.091462 -0.5085 -0.2844 -0.6449
H -1.720512 5.494989 -3.563407 0.2377 0.1265 0.0571
O -1.200850 -1.756581 -1.776406 -0.8432 0.8640 -0.7226
C -1.801116 -0.927165 -2.516693 1.0105 -0.0072 0.0986
N 0.412030 -5.609913 3.495876 -0.2897 0.3869 -0.2812
H 1.191455 5.985764 -1.345994 0.0064 -0.2739 0.1820
```
Positions in Å, forces in eV/Å.

[2]
Computed, not measured: C6H14F3O10PV as an isolated structure in a non-equilibrium geometry, with ωB97M-V/def2-TZVPD.

frontier orbital gap = 4.036 eV
energy relative to the best compared isomer or geometry (same formula, charge and spin) = 0.00 kcal per mole
net charge = -3

XYZ file:
```
35
Properties=species:S:1:pos:R:3:forces:R:3
O 3.408335 1.925035 -2.847021 0.0595 -0.9502 -1.6558
H 2.794803 -1.445171 0.494308 -0.2940 0.6647 -0.1645
H -3.311664 0.319002 1.937254 0.3739 -0.1840 0.1125
O -1.893913 1.232965 0.677607 -1.4282 0.8787 0.8747
H -3.679071 0.981972 -1.030133 0.2006 0.0620 0.0832
C -3.220770 1.001831 1.081856 -0.1936 0.0515 -0.6068
O 1.811281 -2.510191 -1.521881 0.3281 -0.3604 -0.1753
C 2.334446 -3.473022 -2.368080 -0.1011 -0.3962 -0.5192
H 0.567116 -1.764189 1.140460 -0.1114 0.1071 0.0266
H -4.969797 0.360447 0.016552 -0.0126 -0.1523 -0.0091
H 1.161666 -1.538062 2.828315 -0.2386 0.1932 -0.0185
O 0.263461 1.222722 1.187355 -1.1049 1.1235 -0.8692
O 1.775273 1.893223 -1.063473 -3.5619 -0.4261 0.6442
C -3.882025 0.398236 -0.133037 -0.4455 -0.4951 -0.0446
H -3.484827 -0.606893 -0.285237 -0.0397 0.0516 -0.2145
F -2.390355 3.549950 2.129663 0.4422 -0.1794 0.3340
F -0.482686 3.977309 1.197698 -0.3179 -0.5313 0.4885
H -3.806332 1.884665 1.371048 0.4324 0.3432 -0.0018
O -1.084146 1.598814 -1.806420 -0.1894 0.1626 -0.6341
C -1.076553 3.113485 2.051917 0.4007 0.6377 -1.0515
F -0.531258 3.351020 3.274651 -0.2555 -0.0797 -0.1013
H 1.821716 -1.645549 -2.002331 -0.2011 0.2533 0.3680
O -0.682177 -0.826264 -1.067901 0.3206 -0.0880 0.3054
H -1.080379 0.987271 2.548276 -0.9491 0.5416 0.6763
C 1.397873 -1.911713 1.830739 0.7453 -0.1210 -0.2483
O 1.464581 0.120684 -2.632758 -1.6431 -1.4671 -0.1398
H 2.447150 -4.449391 -1.880149 -0.0329 0.1502 0.4889
V 0.010704 0.633067 -1.191667 2.4184 1.6659 0.3753
O 2.573677 -1.255175 1.422868 0.1716 -0.3775 0.4427
O 3.490315 0.219141 -0.952197 -0.2019 -1.5445 -1.6915
H 3.318432 -3.240166 -2.794474 0.0918 0.2725 0.0727
H 1.596190 -2.990533 1.945077 -0.2283 -0.2505 -0.0537
C -0.934694 1.616440 1.644065 1.9618 -2.4415 -0.0551
H 1.669368 -3.696600 -3.218862 -0.0752 0.1675 -0.1760
P 2.604258 0.965639 -1.984089 3.6789 2.7181 3.1380
```
Positions in Å, forces in eV/Å.

[3]
Computed, not measured: a 3-piece molecular cluster, C34H63N2O10 overall in a non-equilibrium geometry, with ωB97M-V/def2-TZVPD.

frontier orbital gap (alpha / beta) = 7.118 / 6.284 eV
multiplicity = 3
net charge = -1

XYZ file:
```
109
Properties=species:S:1:pos:R:3:forces:R:3
C 3.682041 -6.637990 -0.306865 0.3118 -0.2743 -0.1997
C 2.704209 -1.260925 4.447095 2.0532 0.3561 0.3961
H 1.507795 -4.388048 1.152595 0.2144 -0.2300 0.0807
H -3.365296 -2.756679 -0.088367 1.1527 1.5173 1.6878
C 0.088977 7.601235 -6.694515 -0.3626 -0.6841 -0.2004
H -3.907559 -0.629035 2.338221 -0.2498 -1.8591 -1.2607
H -3.943359 -2.487044 2.653079 -0.1505 1.8016 -1.6832
C -2.860462 -2.019250 0.703615 -0.3931 -0.0676 -0.6295
O -0.761574 2.454798 1.425628 -2.1596 0.4502 -3.5154
H 3.119146 4.282296 -5.355959 -0.1481 0.0755 0.1071
H 2.623964 5.355113 -4.064912 -0.0412 0.0363 -0.0530
H -5.674962 -1.097099 0.281584 0.0535 -1.6356 1.6294
O 1.916260 1.762918 0.847824 -6.5379 -4.2867 -1.2928
H 0.876740 8.341018 -6.875082 0.0274 -0.2164 0.3047
C 0.781362 0.882726 0.425168 7.1796 0.4361 -2.2020
H 1.640608 5.341876 -6.962409 -0.2202 0.0640 0.1149
C -8.908184 -0.049311 2.459825 0.4910 -0.2967 -0.5187
H -0.684471 -1.544319 4.970112 2.2944 1.1262 -0.6650
C -2.041708 0.626249 0.690894 0.7586 0.1650 -1.1335
H 2.608915 6.579837 -6.190298 -0.2567 0.1313 0.0645
H 1.433680 -6.163337 1.188149 0.1568 0.1062 -0.0297
H 2.517601 0.740066 3.378672 0.6281 -0.3823 2.4531
H -1.969938 -2.622998 1.171779 -1.7564 1.3097 -0.7037
C 6.365946 -6.423428 1.210799 -0.2578 -0.1354 -0.2622
C -1.472761 2.890694 0.210939 0.3209 2.8764 0.2601
H 5.889097 -6.379234 3.871901 -0.0598 0.1071 -0.1028
C -6.721594 -1.671235 2.303037 0.1093 0.1118 -1.3970
O 1.431085 -1.767961 4.957651 -0.1848 1.8028 -1.0857
H 1.467936 3.259070 -3.758056 -0.3364 0.1292 -0.0290
C 3.417605 -5.385279 0.578937 -0.9802 -0.6560 -1.5124
H -5.584123 -2.977824 0.675955 0.0622 2.3460 1.0963
C -0.236164 4.532776 -4.282042 -0.2578 -0.8652 1.8311
C 0.853592 7.528308 -4.376580 -0.0764 -0.2142 0.3215
H 1.590746 8.284514 -4.668558 -0.1437 -0.1740 -0.2366
C -5.545939 -1.886380 1.147901 0.7277 0.5023 0.4517
C 0.277077 -0.944057 4.592537 -1.6554 -0.3179 -0.1305
C 5.914563 -3.948124 1.350605 -0.3729 0.0040 0.0282
C 2.261768 4.845708 -4.963563 0.0678 0.1082 0.0853
H 5.572363 -2.771740 -0.421350 -0.0915 -0.2110 0.0448
H 0.731835 5.200825 -2.402958 -0.1546 0.0402 -0.0522
H -6.294810 -2.000141 3.343054 -0.9686 0.5628 -1.9912
H 7.443189 -6.268996 1.338051 -0.2251 0.1617 0.1773
C 1.143032 3.876554 -4.604635 -0.0743 0.0513 -0.4196
H 5.917613 -4.454174 -0.757745 0.0456 -0.0367 0.0598
N 4.082484 -5.608912 1.904150 -1.5966 4.1940 2.3305
H -9.322767 -1.132091 2.730377 0.8711 2.4252 -0.4196
C -2.284021 -0.751230 -0.156226 -0.6152 -0.3766 -0.2056
H -0.037096 8.061856 -4.023841 0.1021 -0.1568 -0.0832
H 4.389782 -6.429575 -1.117703 -0.0393 -0.0665 0.1591
C 5.558745 -5.329018 1.964925 1.7497 -0.5631 0.1169
O -0.301580 0.646408 2.751386 -0.3595 -1.3428 -2.4631
N -0.595795 5.645428 -5.220625 0.0544 -2.7588 -4.4438
H 0.931137 -1.166185 2.306876 -1.3604 1.1420 1.2564
C 2.885120 0.365317 4.451103 -0.1109 -0.0336 -1.2474
H 5.715492 -4.625971 4.072478 -0.1224 -0.1926 -0.2552
H 1.417199 -5.284949 -0.348439 0.4415 -0.0701 0.0913
O 0.993785 0.083903 -0.621547 -2.4869 2.8968 4.7561
C 1.803414 5.858654 -6.007688 -0.2420 -0.2660 0.0234
C -0.271734 5.099042 -2.832238 0.1642 0.1559 0.2024
H -0.900536 -1.430160 2.650775 1.9682 1.3484 0.6868
C -7.242383 -0.096203 2.359558 -0.7346 -0.4716 0.8573
C -1.276590 3.362063 -4.255732 -0.0240 0.3654 -0.7691
H -0.765959 6.074608 -2.781149 0.1239 -0.1089 -0.1436
C 5.379847 -3.794316 -0.069524 0.1192 -0.0290 -0.0658
H -6.900297 0.536118 1.425259 -0.5017 -1.3684 1.9862
H -2.293554 3.733039 -4.081945 0.2027 0.0369 -0.0301
H -1.276156 2.778366 -5.182814 -0.0294 0.3017 0.0184
C -9.901578 2.141469 2.842548 -0.0441 0.1444 0.2941
O 3.451268 -4.780874 2.851164 1.6150 -2.5873 -2.2332
O -1.553116 4.168051 -0.179637 0.1787 -8.8232 2.4602
H -0.098328 7.111555 -7.657329 -0.0581 -0.0781 0.3165
H -6.855119 0.371606 3.369203 -0.6962 -0.6937 -2.2040
O -2.074927 1.659334 -0.398087 1.7218 3.3474 2.2923
O -1.064220 5.069616 -6.416423 0.8381 1.8742 3.1283
C 0.509603 6.600884 -5.576402 0.7388 1.6730 0.1566
H -9.035472 2.739011 2.293253 -1.8024 -1.2680 1.0689
H -10.751028 1.838748 2.071412 1.7273 0.7779 1.5743
C -4.024477 -1.658909 1.797015 -0.4363 -1.7015 0.3893
H -7.631842 -2.369985 1.980891 1.8983 1.4908 0.9097
H 1.025916 3.188693 -5.456846 -0.2201 0.1738 0.1459
H -0.844562 4.462049 -2.147734 0.3327 0.0837 -0.4142
H -10.344242 2.813127 3.708400 0.9030 -1.4327 -1.8762
H -0.816323 8.148282 -6.410742 0.0753 -0.1454 0.0199
C 0.044825 -0.767344 2.957273 -0.8829 -0.8236 0.5047
H 4.042955 0.619106 4.503024 -2.4777 -0.5649 0.0693
H 6.132663 -7.422009 1.599181 -0.0310 0.1789 -0.0293
C 3.884275 -4.075648 -0.130965 0.0181 0.2399 0.4432
H 2.767536 -7.019417 -0.776580 0.0948 0.3406 0.0893
H 4.067140 -7.481955 0.274529 0.0345 0.2363 -0.0087
H 1.291468 7.006829 -3.524123 -0.1782 -0.0253 -0.1139
H -3.063651 -0.481763 -1.018704 1.5780 -0.4441 2.0254
H -1.040996 2.652475 -3.452324 0.1903 0.4353 -0.0312
H 5.509696 -3.142066 1.976232 -0.1013 -0.2292 0.0242
C 6.116013 -5.408837 3.417814 -0.7434 0.3102 0.0904
C -0.576623 0.965922 1.342897 0.4380 1.7732 0.3987
H 3.557613 -1.692700 5.161493 -2.0907 0.6420 -1.4140
C 1.855385 -5.301496 0.657644 0.3117 0.2790 0.8017
H -9.328065 0.259273 1.387041 0.7231 -0.6968 2.3368
H 3.374494 -3.213928 0.328048 -0.0242 -0.3302 0.0051
H 7.204999 -5.288511 3.426989 -0.1765 -0.0499 -0.3323
H -2.867884 1.045108 1.407273 1.5036 -1.6053 -0.9403
O -9.376130 0.914296 3.497237 -0.1847 0.3271 -2.7277
H 2.968583 -1.674936 3.365198 -0.8381 0.8253 2.1451
H 7.001864 -3.806585 1.345223 -0.0989 -0.2424 0.1282
H 2.284828 0.915323 5.313314 1.4332 -1.2744 -1.8142
H 6.197482 -6.435226 0.132913 -0.0991 0.0045 0.1415
H -1.317346 -1.122479 -0.713919 -1.6417 1.2370 1.3110
H 0.213017 0.096031 5.175404 0.4946 -2.0938 -1.6128
H 3.569930 -4.090288 -1.181926 -0.1369 -0.1815 0.2348
```
Positions in Å, forces in eV/Å.

| no. | E (hartree) |
| --- | --- |
| 1 | -3407.1078 |
| 2 | -2574.3759 |
| 3 | -2194.7320 |